C7H12O3S | ωB97M-V/def2-TZVPD

Results
M ... 176.237 g/mol
SMILES string ... CC1=C(C)S(=O)(=O)OC1(C)C
Kohn-Sham gap ... 9.96 eV

```
! RIJCOSX wB97M-V def2-TZVPD def2/J DEFGRID3
* xyz 0 1
C -0.34 -0.37 -0.12
C 0.95 -1.10 -0.12
C -0.20 1.15 -0.03
C -1.69 -1.04 -0.26
C 1.13 -2.56 -0.14
C -0.44 1.45 1.39
C -1.06 1.89 -1.03
O 2.39 0.35 1.53
O 3.26 0.20 -0.80
O 1.17 1.41 -0.33
S 2.13 0.21 0.11
H -2.03 -0.91 -1.26
H -2.13 -0.37 0.52
H -1.63 -2.12 -0.03
H 1.41 -2.91 0.90
H 1.83 -2.99 -0.80
H 0.26 -3.04 -0.48
H 0.29 0.87 1.98
H -1.42 1.29 1.68
H -0.04 2.49 1.55
H -1.29 1.27 -1.98
H -0.44 2.66 -1.64
H -2.11 2.18 -0.67
*
```

Mulliken population analysis, charges in e, atoms 1 to 6:
1. C 0.039
2. C 0.386
3. C 1.577
4. C -1.194
5. C -1.357
6. C -1.529


C7H12O3S | ωB97M-V/def2-TZVPD

Results
M ... 176.237 g/mol
Kohn-Sham gap ... 10.00 eV

```
! RIJCOSX wB97M-V def2-TZVPD def2/J DEFGRID3
* xyz 0 1
C 3.56 1.21 -1.42
C -4.66 -1.35 -1.36
C 3.28 0.73 -0.25
C -3.93 -0.26 -1.20
C 1.70 -0.88 1.95
C 1.97 1.09 0.38
C 1.27 -0.17 0.69
O -2.42 -0.87 0.79
O -2.76 1.55 0.23
O 0.29 -0.54 0.07
S -3.50 0.36 0.50
H 4.36 1.05 -2.01
H 2.75 1.85 -1.86
H -4.56 -1.72 -2.33
H -5.15 -1.86 -0.65
H 3.92 0.01 0.35
H -3.24 0.25 -1.84
H 2.45 -0.17 2.27
H 2.12 -1.88 1.60
H 0.81 -0.96 2.71
H 2.00 1.71 1.24
H 1.36 1.64 -0.21
H -1.64 -0.78 0.36
*
```

Mulliken population analysis, charges in e, atoms 1 to 6:
1. C -0.807
2. C -0.584
3. C 0.113
4. C -0.230
5. C -0.880
6. C -1.021


C7H12OSi | ωB97M-V/def2-TZVPD

Results
M ... 140.258 g/mol
Kohn-Sham gap ... 7.51 eV

```
! RIJCOSX wB97M-V def2-TZVPD def2/J DEFGRID3
* xyz 0 1
C 0.55 -1.95 -1.71
C 1.36 2.35 1.72
C -2.19 0.26 -1.60
C 0.96 -0.70 -1.59
C 0.82 2.20 0.49
C -1.55 0.93 -0.65
C 0.31 -1.27 1.75
O -0.17 -2.58 1.55
Si 0.34 0.53 -0.32
H 1.18 -2.50 -2.44
H 0.09 -2.39 -0.83
H 1.49 3.23 2.19
H 1.51 1.63 2.42
H -3.01 0.59 -2.11
H -1.84 -0.69 -1.84
H 1.47 -0.08 -2.35
H 0.76 2.99 -0.22
H -1.91 1.90 -0.45
H 1.33 -1.22 2.20
H -0.40 -0.57 2.28
H -1.09 -2.63 1.51
*
```

Mulliken population analysis, charges in e, atoms 1 to 6:
1. C -0.543
2. C -0.730
3. C -0.762
4. C -0.259
5. C -0.302
6. C -0.209


C7H12S | ωB97M-V/def2-TZVPD

Results
M ... 128.240 g/mol
SMILES string ... CC1=CCSC1(C)C
Kohn-Sham gap ... 9.43 eV

```
! RIJCOSX wB97M-V def2-TZVPD def2/J DEFGRID3
* xyz 0 1
C -1.70 1.06 -0.32
C -0.23 0.73 -0.21
C 0.75 1.68 -0.03
C 2.14 1.15 0.01
C 0.27 -0.66 -0.08
C 0.09 -1.26 1.35
C -0.55 -1.53 -1.01
H -1.94 1.87 -1.02
H -2.24 0.18 -0.64
H -2.14 1.33 0.64
H 0.33 2.58 0.33
H 2.71 1.72 -0.68
H 2.54 1.24 1.03
H 0.71 -0.65 2.04
H -0.99 -1.35 1.56
H 0.39 -2.32 1.34
H -0.09 -2.48 -1.13
H -1.58 -1.65 -0.62
H -0.58 -1.01 -2.02
S 2.10 -0.61 -0.53
*
```

Mulliken population analysis, charges in e, atoms 1 to 6:
1. C -1.467
2. C 0.132
3. C -0.599
4. C -0.695
5. C 1.396
6. C -1.222


In order of appearance, calculated total energy = -897.74534; -897.68931; -638.42876; -672.06569 a.u..